This record from OMol25 describes a molecular structure, AlAs2F12 in a non-equilibrium geometry. The level of theory is ωB97M-V with the def2-TZVPD basis set.

Output
HOMO: -0.468 Ha
F_max: 7.91 eV/Å
relative energy (zero: lowest compared OMol25 entry of this formula, charge and spin): 4813.9 kJ/mol
total charge: +1
Kohn-Sham gap: 2.4 eV

The geometry in XYZ format:
```
15
Properties=species:S:1:pos:R:3:forces:R:3
Al 4.8744 2.5917 3.0153 -1.735 -0.739 -0.331
As -2.8017 2.6888 1.4972 0.551 -1.615 -0.311
F -2.5570 -0.0390 -1.4264 1.127 1.704 -0.100
F -0.8706 -0.2543 1.6694 -1.155 0.347 -0.320
F 1.8998 3.3586 2.8878 1.043 -0.301 -0.017
F 1.8602 1.7137 -2.3593 -4.479 0.493 0.373
F 2.3018 -3.4342 0.7488 -1.374 1.288 -2.268
F -2.8153 -2.1539 -0.1960 0.146 0.467 0.416
As -0.5697 1.9885 -1.8393 6.131 -2.924 4.054
F 0.6504 1.6674 0.1534 -3.203 0.957 -4.010
F 1.1539 -2.3820 -1.1438 1.362 -1.284 2.271
F 3.5412 -0.0978 2.2513 0.359 0.965 0.252
F -1.4017 -3.5287 -2.1231 -1.275 1.674 -1.705
F -2.6624 -0.1365 0.5342 1.199 0.643 -0.005
F -2.6032 -1.9822 -3.6695 1.305 -1.675 1.702
```
Forces are in eV/Å.

Here are the Mulliken charges for atoms 1 to 4, given in e: Al 1.034; As 0.873; F -0.312; F -0.186

This record from OMol25 describes a molecular structure, C25H68BF3HgO11S in a non-equilibrium geometry. The level of theory is ωB97M-V with the def2-TZVPD basis set.

Output
HOMO: -0.351 Ha
F_max: 5.84 eV/Å
relative energy (zero: lowest compared OMol25 entry of this formula, charge and spin): 1352.7 kJ/mol
Kohn-Sham gap: 2.1 eV

The geometry in XYZ format:
```
110
Properties=species:S:1:pos:R:3:forces:R:3
Hg -0.7819 -5.0457 -2.3821 0.178 -0.164 0.638
B 0.8164 -7.4699 0.3177 -0.637 -1.386 -1.026
H 1.2520 -7.9427 1.1842 0.816 -0.992 4.565
H 0.7882 -6.4029 0.4755 1.883 5.447 0.955
H 1.3652 -7.5998 -0.6022 1.428 0.293 -4.243
H -0.2053 -7.7967 0.2008 -3.700 -2.965 -0.794
C -1.0419 0.9836 2.5621 0.109 -2.528 -0.163
F -2.4058 0.7394 2.6279 2.149 0.967 0.331
F -0.6787 2.2247 2.7625 -0.811 0.284 0.125
F -0.4076 0.2223 3.5649 -1.423 1.159 -2.019
S -0.4453 0.4410 0.7901 0.364 -0.630 0.820
O 0.9950 0.4225 0.9763 0.097 0.424 -0.101
O -0.8842 -0.9513 0.6392 -0.420 0.515 0.026
O -0.9452 1.3636 -0.2060 -0.047 -0.352 0.893
C -5.1289 6.6579 5.1402 -0.831 -0.259 0.736
C -5.7218 5.4234 5.8383 0.407 -0.264 -0.126
C -6.6276 4.5991 4.9533 -0.525 0.237 -0.914
O -4.7510 4.5691 6.3746 1.125 -0.442 0.774
H -4.5904 7.2774 5.8574 0.094 -0.102 -0.006
H -6.0168 7.2142 4.8399 0.255 0.341 -0.504
H -4.4725 6.4239 4.3021 -0.196 -0.094 -0.094
H -6.2448 5.7491 6.7374 -0.318 0.182 -0.139
H -6.1873 4.4046 3.9753 0.382 0.209 -0.148
H -7.5407 5.1530 4.7352 -0.248 -0.154 0.086
H -6.8516 3.5973 5.3196 -0.122 0.297 0.555
H -4.1224 4.2850 5.7069 -0.019 0.046 -0.221
C 6.7251 3.5614 -3.4214 0.657 0.991 1.153
C 5.3375 3.0878 -3.7177 -0.954 1.400 -0.123
C 4.7803 3.3495 -5.1650 0.731 -0.486 0.929
O 5.2156 1.7712 -3.3403 -0.042 -3.045 -0.460
H 7.5820 3.1322 -3.9407 -0.344 0.119 -0.508
H 6.9257 3.3807 -2.3653 -0.064 -0.626 0.186
H 6.7388 4.6492 -3.3538 0.259 0.253 -0.937
H 4.7052 3.5471 -2.9580 -0.257 1.263 -0.533
H 4.8088 4.4017 -5.4481 -0.167 0.077 0.341
H 3.7717 2.9440 -5.2450 0.003 0.164 0.030
H 5.4002 2.8503 -5.9097 0.097 -0.259 0.090
H 4.8101 1.6829 -2.4746 0.067 0.128 -0.165
C -4.4342 6.6237 -2.5911 0.258 -0.362 -1.020
C -4.2286 6.0784 -4.0538 1.443 -1.203 1.170
C -2.8894 6.4826 -4.6648 0.503 1.424 -0.286
O -4.0981 4.6227 -4.0835 -1.341 0.372 0.190
H -4.7513 7.6609 -2.6998 0.082 0.069 0.381
H -3.5268 6.5494 -1.9917 0.340 0.285 -0.289
H -5.1496 6.0702 -1.9829 -0.450 -0.050 -0.553
H -5.0920 6.3718 -4.6509 0.118 -0.357 -0.156
H -2.0631 6.3765 -3.9618 -0.138 -0.270 0.364
H -2.7996 7.5222 -4.9801 -0.359 0.300 0.060
H -2.5892 5.9097 -5.5421 -0.546 -0.259 0.038
H -3.4312 4.3821 -3.4362 0.094 0.032 0.106
C 3.2464 -3.9664 6.7649 2.260 -1.899 -0.214
C 3.5204 -4.5536 5.3851 -0.545 0.979 -2.036
C 4.9141 -4.4854 4.7469 0.485 0.184 2.041
O 3.1165 -5.9097 5.3026 -0.492 -0.414 0.486
H 3.8214 -3.0575 6.9421 -1.059 0.665 -0.300
H 3.8579 -4.6251 7.3816 -0.385 -0.453 0.705
H 2.1941 -4.1142 7.0077 0.226 0.751 0.162
H 2.8589 -4.0079 4.7123 -0.183 0.280 -0.265
H 5.0186 -5.0227 3.8043 -0.408 0.457 -0.121
H 5.5720 -5.0151 5.4358 0.238 -0.241 0.090
H 5.3090 -3.4696 4.7648 -0.092 0.109 -0.611
H 2.7292 -5.9835 4.4273 -0.052 -0.418 0.052
C -6.6457 -5.3537 1.8185 -1.642 0.480 -0.181
C -5.1752 -5.4912 1.7947 0.921 0.754 -0.931
C -4.6334 -6.4958 2.7098 0.829 -1.606 1.038
O -4.7752 -5.8391 0.4733 0.572 -0.056 -0.808
H -7.0008 -5.3761 0.7882 -0.104 0.230 -0.069
H -6.9548 -4.3868 2.2155 -0.193 -0.172 0.234
H -7.1816 -6.1675 2.3070 0.157 0.045 0.359
H -4.6752 -4.5339 1.9424 -0.142 0.152 0.178
H -5.0292 -7.4693 2.4203 -0.312 -0.186 0.155
H -4.8437 -6.3424 3.7683 -0.131 0.165 -0.026
H -3.5580 -6.6276 2.5906 0.095 0.351 0.043
H -5.3838 -6.5044 0.1437 -0.003 -0.151 -0.033
C -6.4738 -1.6315 -4.8931 0.065 -0.390 -2.582
C -5.2925 -2.2180 -5.7568 -0.282 -0.459 0.746
C -4.8956 -1.6043 -7.0899 -0.782 1.207 -0.294
O -4.1484 -2.1700 -4.9406 0.869 -0.180 0.492
H -6.2242 -0.6694 -4.4458 0.088 -0.178 0.159
H -6.9016 -2.3594 -4.2037 0.500 0.149 0.193
H -7.2402 -1.4575 -5.6484 -0.509 0.316 0.206
H -5.4714 -3.2757 -5.9506 -0.235 -0.117 0.204
H -4.5708 -0.5742 -6.9437 0.127 0.227 0.205
H -5.7135 -1.4977 -7.8025 -0.185 -0.345 -0.018
H -4.0617 -2.0976 -7.5894 -0.138 -0.373 0.327
H -4.0319 -1.2241 -4.8257 0.521 0.120 0.386
C 5.2232 -3.7914 -5.9722 0.809 -0.110 0.041
C 4.6853 -4.4398 -4.6908 1.045 -1.082 -0.402
C 5.8149 -4.7325 -3.6375 -0.949 0.081 -1.206
O 3.6971 -3.6452 -4.1368 -0.486 1.409 0.563
H 4.4375 -3.5551 -6.6898 0.028 -0.267 0.004
H 6.0341 -4.3667 -6.4191 -0.428 -0.649 -0.299
H 5.7993 -2.8793 -5.8162 -0.382 0.519 0.663
H 4.0900 -5.3108 -4.9649 0.684 -0.640 -0.071
H 6.2408 -3.7638 -3.3763 0.109 -0.048 0.232
H 6.5960 -5.3567 -4.0714 0.021 -0.017 0.040
H 5.3950 -5.2271 -2.7616 0.050 0.137 -0.013
H 4.1057 -2.7789 -4.2000 -0.549 0.664 0.463
C 6.5414 5.7283 4.7157 0.263 0.063 -0.167
C 6.0920 4.5474 3.8781 -0.741 -0.982 0.408
C 5.8260 3.3160 4.7264 0.199 0.081 1.300
O 4.8046 4.8264 3.3248 0.130 0.909 -0.676
H 6.7901 6.6083 4.1224 -0.184 -0.045 -0.157
H 7.4424 5.4777 5.2757 0.021 -0.134 -0.003
H 5.7721 6.0072 5.4358 -0.104 -0.084 -0.058
H 6.7855 4.2631 3.0867 0.304 0.457 -0.138
H 6.5475 3.1592 5.5282 0.404 -0.153 -0.221
H 5.6967 2.3847 4.1751 0.034 0.117 -0.174
H 4.9069 3.5464 5.2652 -0.208 -0.223 -0.027
H 4.4870 4.0101 2.9318 -0.127 -0.012 -0.090
```
Forces are in eV/Å.

Here are the Mulliken charges for atoms 1 to 4, given in e: Hg 0.599; B -0.004; H -0.030; H -0.063

This record from OMol25 describes C3H6ClPS2 in the gas phase in a non-equilibrium geometry. The level of theory is ωB97M-V with the def2-TZVPD basis set.

Output
HOMO: -0.321 Ha
F_max: 3.08 eV/Å
relative energy (zero: lowest compared OMol25 entry of this formula, charge and spin): 354.0 kJ/mol
structure (SMILES): CSC#P(Cl)SC
Kohn-Sham gap: 7.7 eV

The geometry in XYZ format:
```
13
Properties=species:S:1:pos:R:3:forces:R:3
C 1.7093 1.7091 0.9621 -2.260 -1.044 -0.494
C -1.2126 1.8331 1.1111 -2.364 1.243 -1.544
C -0.0362 -2.1871 -1.6269 2.082 1.625 0.245
P 1.4515 0.1388 0.0257 -0.269 0.333 -0.398
S 0.4003 2.6585 1.3533 0.244 -0.717 -0.023
S -0.3291 -1.4218 0.0033 0.771 1.429 0.454
Cl 2.8500 -0.8934 1.0504 0.387 -0.615 0.297
H -1.4514 0.8868 1.5341 0.739 -0.812 1.041
H -1.4526 1.6135 0.0328 0.718 0.606 0.712
H -2.0850 2.5102 1.4381 1.640 -0.565 -0.284
H 0.9888 -1.8492 -1.9892 -0.664 -1.384 0.846
H -0.5774 -1.7733 -2.4327 -1.556 0.406 -0.493
H -0.2557 -3.2252 -1.4623 0.531 -0.503 -0.359
```
Forces are in eV/Å.

Here are the Mulliken charges for atoms 1 to 4, given in e: C -0.195; C -0.981; C -0.742; P 0.278

no.,lowest unoccupied orbital energy (hartree)
1,-0.3785
2,-0.2721
3,-0.0390